A structure of composition C5H8O3Tl at a distorted geometry, computed with ωB97M-V/def2-TZVPD.

XYZ file:
```
17
C5H8O3Tl (ωB97M-V/def2-TZVPD)
O 1.25 0.82 -0.97
C 2.38 1.33 -1.32
C 2.38 2.54 -2.19
H 3.17 0.60 -1.58
H 3.41 2.93 -2.26
H 2.07 2.28 -3.22
H 1.72 3.33 -1.81
O -1.08 -0.52 0.53
O 0.77 -0.46 1.78
C -1.89 -1.09 1.64
C -2.69 -2.25 1.05
C 0.22 -0.25 0.65
H -2.60 -0.28 1.89
H -3.40 -2.61 1.80
H -3.27 -1.95 0.16
H -2.05 -3.09 0.76
Tl -0.40 -1.32 3.06
```

The value obtained for the total energy is -593.02550 a.u. The spin multiplicity is 1. As for the net charge: +1. The energy relative to the best compared isomer or geometry (same formula, charge and spin) comes out at 91.0 kcal/mol.

A structure of composition C5H8O3Tm at a distorted geometry, computed with ωB97M-V/def2-TZVPD.

XYZ file:
```
17
C5H8O3Tm (ωB97M-V/def2-TZVPD)
Tm 1.83 1.78 -0.32
O -0.23 1.96 -0.50
O 0.31 -0.03 0.50
C 0.74 -1.07 -0.38
C 2.26 -1.10 -0.30
O 2.85 0.14 -0.48
C -0.72 0.89 0.16
H 0.29 -2.02 -0.07
H 0.40 -0.86 -1.41
H 2.62 -1.85 -1.03
H 2.53 -1.46 0.72
C -2.04 0.28 -0.19
C -1.88 1.00 1.15
H -2.61 0.79 -0.97
H -2.14 -0.81 -0.17
H -2.36 1.98 1.25
H -1.87 0.38 2.04
```

The value obtained for the total energy is -1505.96787 a.u. The spin multiplicity is 3. As for the net charge: +1. The energy relative to the best compared isomer or geometry (same formula, charge and spin) comes out at 0.0 kcal/mol.

A cluster of 2 separate species, C5H8O5 in total at a distorted geometry, computed with ωB97M-V/def2-TZVPD.

XYZ file:
```
18
C5H8O5 (ωB97M-V/def2-TZVPD)
C 0.37 -1.75 -0.07
C 0.36 0.75 -1.18
C 0.60 -0.28 0.16
C 1.62 0.12 0.94
O 0.07 -0.05 -2.23
O 0.98 1.78 -1.29
H 0.36 0.44 -3.01
H -0.40 -1.98 -0.80
H 0.02 -2.22 0.86
H 1.29 -2.25 -0.37
H 2.25 -0.58 1.48
H 1.82 1.17 1.11
C -1.20 0.68 0.85
O -2.07 -0.36 0.94
O -1.44 1.26 -0.57
O -0.98 1.46 1.74
H -2.27 -0.44 1.89
H -1.38 2.23 -0.45
```

The value obtained for the total energy is -571.43047 a.u. The spin multiplicity is 1. The energy relative to the best compared isomer or geometry (same formula, charge and spin) comes out at 77.4 kcal/mol.

A cluster of 2 separate species, C5H8O5 in total at a distorted geometry, computed with ωB97M-V/def2-TZVPD.

XYZ file:
```
18
C5H8O5 (ωB97M-V/def2-TZVPD)
O -2.01 1.67 -1.18
C -1.58 2.69 -0.51
C -2.24 3.99 -0.75
C -3.32 4.18 0.36
O -4.13 5.08 0.27
O -3.11 3.42 1.38
C -1.03 2.46 0.86
C -0.82 1.03 1.28
O -0.70 0.14 0.46
H -1.96 0.83 -0.62
H -0.07 2.81 0.12
H -1.52 4.81 -0.65
H -2.73 4.01 -1.73
H -0.79 3.23 1.60
H -0.94 0.81 2.35
O -3.62 0.68 1.43
H -3.77 1.63 1.58
H -4.28 0.42 0.78
```

The value obtained for the total energy is -571.40763 a.u. The spin multiplicity is 1. The energy relative to the best compared isomer or geometry (same formula, charge and spin) comes out at 91.7 kcal/mol.

An isolated molecule of C5H8OS2 at a distorted geometry, computed with ωB97M-V/def2-TZVPD.

XYZ file:
```
16
C5H8OS2 (ωB97M-V/def2-TZVPD)
C -1.18 1.82 -0.71
C -0.50 0.63 -0.04
C -1.08 -0.74 -0.35
C 0.94 0.76 0.33
C 1.84 -0.41 0.41
H -1.18 1.70 -1.77
H -2.21 1.94 -0.33
H -0.65 2.73 -0.45
H -0.55 -1.49 0.24
H -0.92 -0.96 -1.39
H -3.34 -0.31 -1.01
H 1.43 1.68 0.07
H 1.49 -1.21 1.05
O -0.10 0.84 1.30
S -2.83 -0.93 0.07
S 3.25 -0.51 -0.36
```

The value obtained for the total energy is -1066.86916 a.u. The spin multiplicity is 1. The energy relative to the best compared isomer or geometry (same formula, charge and spin) comes out at 39.0 kcal/mol.

An isolated molecule of C5H8P2 at a distorted geometry, computed with ωB97M-V/def2-TZVPD.

XYZ file:
```
15
C5H8P2 (ωB97M-V/def2-TZVPD)
C 0.81 1.36 -0.02
C -0.04 1.05 -1.13
C 0.42 0.57 1.15
C -1.22 0.61 -0.75
C -0.61 -1.75 0.23
P -1.29 -0.23 1.09
P 2.07 0.18 0.79
H 0.72 2.39 0.28
H 0.26 1.42 -2.12
H 0.46 0.99 2.12
H -1.20 -1.74 -0.73
H -0.83 -2.64 0.79
H 0.42 -1.61 0.02
H -1.89 0.16 -1.44
H 1.93 -0.76 -0.28
```

The value obtained for the total energy is -877.89409 a.u. The spin multiplicity is 1. The energy relative to the best compared isomer or geometry (same formula, charge and spin) comes out at 42.8 kcal/mol.

An isolated molecule of C5H8P2 at a distorted geometry, computed with ωB97M-V/def2-TZVPD.

XYZ file:
```
15
C5H8P2 (ωB97M-V/def2-TZVPD)
C -1.21 0.86 -0.33
C -1.56 0.54 1.07
C -0.52 0.13 -1.15
C -0.77 -0.18 1.81
C 0.23 -1.11 -0.84
P 1.30 -1.17 0.67
P 2.03 0.72 0.09
H -1.84 1.73 -0.74
H -2.54 0.92 1.44
H -0.46 0.27 -2.29
H -1.30 -0.61 2.77
H -0.40 -2.05 -0.92
H 1.01 -1.24 -1.64
H 2.89 0.41 -0.92
H 3.15 0.78 0.97
```

The value obtained for the total energy is -877.85581 a.u. The spin multiplicity is 1. The energy relative to the best compared isomer or geometry (same formula, charge and spin) comes out at 66.8 kcal/mol.

An isolated molecule of C5H8S at a distorted geometry, computed with ωB97M-V/def2-TZVPD.

XYZ file:
```
14
C5H8S (ωB97M-V/def2-TZVPD)
C -2.27 -0.39 0.20
C -1.00 -0.04 -0.48
C 0.27 0.13 0.29
C 1.50 -0.09 -0.39
C 2.68 0.17 0.18
H -2.18 -0.18 1.25
H -3.15 0.19 -0.21
H -2.46 -1.44 0.04
H -1.00 -0.20 -1.55
H 0.20 -0.08 1.35
H 1.43 -0.28 -1.45
H 3.64 0.15 -0.40
H 2.83 0.35 1.22
S -0.47 1.72 -0.07
```

The value obtained for the total energy is -593.44553 a.u. The spin multiplicity is 1. The energy relative to the best compared isomer or geometry (same formula, charge and spin) comes out at 26.8 kcal/mol.

An isolated molecule of C5H8S at a distorted geometry, computed with ωB97M-V/def2-TZVPD.

XYZ file:
```
14
C5H8S (ωB97M-V/def2-TZVPD)
C 2.52 -0.46 0.66
C 2.01 -0.01 -0.47
C 0.78 0.88 -0.56
C -0.33 0.30 0.29
C -1.62 0.89 0.50
H 2.05 -0.21 1.60
H 3.22 -1.36 0.47
H 2.54 -0.17 -1.41
H 0.43 0.93 -1.62
H 1.03 1.83 -0.12
H -0.01 -0.21 1.19
H -2.01 1.62 -0.19
H -2.09 1.00 1.47
S -1.58 -0.81 -0.24
```

The value obtained for the total energy is -593.42604 a.u. The spin multiplicity is 1. The energy relative to the best compared isomer or geometry (same formula, charge and spin) comes out at 39.0 kcal/mol.

A cluster of 2 separate species, C5H8S in total at a distorted geometry, computed with ωB97M-V/def2-TZVPD.

XYZ file:
```
14
C5H8S (ωB97M-V/def2-TZVPD)
C -2.82 -2.23 -1.31
C -3.98 -2.26 -1.09
C 2.20 0.24 -0.42
C 1.26 2.08 1.10
C 1.16 0.89 0.55
S -0.11 -0.35 0.90
H -1.77 -2.11 -1.35
H 1.78 0.36 -1.41
H 3.08 0.94 -0.31
H 2.50 -0.80 -0.29
H -5.01 -2.33 -1.03
H 1.92 2.86 0.90
H 0.43 2.30 1.77
H -0.66 0.40 1.98
```

The value obtained for the total energy is -593.37163 a.u. The spin multiplicity is 1. The energy relative to the best compared isomer or geometry (same formula, charge and spin) comes out at 73.2 kcal/mol.

An isolated molecule of C5H8S at a distorted geometry, computed with ωB97M-V/def2-TZVPD.

XYZ file:
```
14
C5H8S (ωB97M-V/def2-TZVPD)
C -1.46 -0.35 1.19
C 0.14 -0.86 1.47
C 0.53 -0.56 0.05
C -0.06 0.72 -0.32
C -1.49 0.32 -0.20
H -2.33 -1.19 1.42
H -1.51 0.45 1.97
H 0.16 -1.95 1.62
H 0.64 -0.29 2.27
H 0.06 -1.57 -0.36
H 0.09 1.62 0.36
H -1.88 -0.62 -0.75
H -2.23 1.04 -0.54
S 1.31 0.43 -1.20
```

The value obtained for the total energy is -593.33395 a.u. The spin multiplicity is 1. The energy relative to the best compared isomer or geometry (same formula, charge and spin) comes out at 96.8 kcal/mol.

A cluster of 2 separate species, C5H8S2 in total at a distorted geometry, computed with ωB97M-V/def2-TZVPD.

XYZ file:
```
15
C5H8S2 (ωB97M-V/def2-TZVPD)
C 1.26 0.05 1.05
C 0.22 0.11 0.26
C 4.92 -0.28 -0.29
C -1.13 -0.46 0.53
C 0.35 0.93 -1.00
S 5.28 -1.79 -0.12
S 4.56 1.20 -0.44
H 1.20 -0.58 2.08
H -1.81 0.37 0.87
H -1.59 -0.94 -0.42
H -1.16 -1.38 1.30
H 1.15 1.78 -0.90
H -0.76 1.21 -1.23
H 0.74 0.31 -1.73
H 2.14 0.47 0.80
```

The value obtained for the total energy is -991.62075 a.u. The spin multiplicity is 1. The energy relative to the best compared isomer or geometry (same formula, charge and spin) comes out at 41.1 kcal/mol.

A cluster of 2 separate species, C5H8S2 in total at a distorted geometry, computed with ωB97M-V/def2-TZVPD.

XYZ file:
```
15
C5H8S2 (ωB97M-V/def2-TZVPD)
C -0.92 -0.89 -0.54
C -0.45 -0.51 0.64
C 1.01 0.58 -2.43
C -1.24 -0.58 1.92
C 1.03 -0.13 0.82
S 2.48 0.23 -2.87
S -0.18 1.67 -2.62
H -1.68 -1.18 -1.17
H -0.57 -0.24 2.71
H -2.16 0.01 1.97
H -1.72 -1.61 2.24
H 1.04 1.04 0.70
H 1.61 -0.63 -0.02
H 1.39 -0.51 1.78
H 0.35 2.74 -3.13
```

The value obtained for the total energy is -991.48122 a.u. The spin multiplicity is 1. The energy relative to the best compared isomer or geometry (same formula, charge and spin) comes out at 128.7 kcal/mol.

A structure of composition C5H9AgO3 at a distorted geometry, computed with ωB97M-V/def2-TZVPD.

XYZ file:
```
18
C5H9AgO3 (ωB97M-V/def2-TZVPD)
C -8.09 -2.64 2.88
C -7.74 -2.88 4.17
H -7.32 -2.64 2.10
H -9.14 -2.61 2.58
H -6.69 -2.97 4.44
H -8.53 -3.02 4.92
H -7.05 -1.35 7.36
O -6.30 0.36 8.39
C -7.23 -0.18 7.44
C -6.88 0.33 9.68
O -7.16 0.40 6.29
O -8.50 -0.02 8.07
C -8.29 -0.24 9.44
Ag -7.74 0.16 3.84
H -6.92 1.36 10.08
H -6.29 -0.29 10.37
H -9.07 0.27 10.02
H -8.32 -1.32 9.67
```

The value obtained for the total energy is -568.46174 a.u. The spin multiplicity is 1. The energy relative to the best compared isomer or geometry (same formula, charge and spin) comes out at 34.4 kcal/mol.

A structure of composition C5H9AuF6NO2Sb at a distorted geometry, computed with ωB97M-V/def2-TZVPD.

XYZ file:
```
25
C5H9AuF6NO2Sb (ωB97M-V/def2-TZVPD)
Au -2.20 0.80 -1.64
O -2.34 -0.50 2.28
C -1.98 -0.25 1.15
O -2.65 0.33 0.22
C -0.48 -0.67 0.80
N -0.06 -1.56 1.92
C 1.32 -1.14 2.35
C 1.29 0.36 2.14
C 0.49 0.53 0.84
H -0.47 -1.21 -0.14
H -0.11 -2.54 1.68
H -0.77 -1.38 2.66
H 2.04 -1.62 1.68
H 1.50 -1.45 3.37
H 2.29 0.77 2.05
H 0.80 0.86 2.98
H 1.15 0.49 -0.03
H -0.03 1.49 0.80
F -1.84 1.32 -3.57
Sb 0.19 0.99 -3.73
F -0.30 -0.37 -2.35
F 1.97 0.58 -3.32
F 0.11 2.12 -2.18
F 0.32 2.35 -4.97
F -0.24 -0.31 -4.98
```

The value obtained for the total energy is -1376.08263 a.u. The spin multiplicity is 2. As for the net charge: +1.

A cluster of 2 separate species, C5H9Br in total at a distorted geometry, computed with ωB97M-V/def2-TZVPD.

XYZ file:
```
15
C5H9Br (ωB97M-V/def2-TZVPD)
C 0.31 1.49 -0.19
C -0.51 0.19 -0.42
C 0.93 0.17 -0.14
C -1.42 -0.26 0.71
C 2.03 -0.53 0.17
Br -0.15 -2.91 -2.27
H 0.52 2.20 -0.90
H 0.21 2.14 0.66
H -0.78 0.21 -1.46
H -1.77 0.50 1.24
H -0.88 -0.77 1.47
H -2.19 -0.88 0.42
H 2.98 0.00 0.40
H -0.12 -1.57 -2.05
H 2.13 -1.60 0.02
```

The value obtained for the total energy is -2769.82052 a.u. The spin multiplicity is 1. The energy relative to the best compared isomer or geometry (same formula, charge and spin) comes out at 37.8 kcal/mol.

A structure of composition C5H9Br at a distorted geometry, computed with ωB97M-V/def2-TZVPD.

XYZ file:
```
15
C5H9Br (ωB97M-V/def2-TZVPD)
C -1.70 -1.29 0.29
C -0.69 -1.08 1.20
C 1.11 1.82 -0.47
C 0.62 -1.30 0.80
C 0.32 0.77 -1.14
Br -1.55 0.90 -1.11
H -2.65 -1.21 0.68
H -1.43 -1.58 -0.69
H -0.95 -0.69 2.24
H 0.88 2.83 -0.71
H 1.06 1.65 0.68
H 2.16 1.80 -0.90
H 1.47 -0.97 1.33
H 0.67 -1.82 -0.16
H 0.68 0.17 -2.06
```

The value obtained for the total energy is -2769.75141 a.u. The spin multiplicity is 1. The energy relative to the best compared isomer or geometry (same formula, charge and spin) comes out at 81.2 kcal/mol.

The ion C5H9BrN3 with charge +1 at a distorted geometry, computed with ωB97M-V/def2-TZVPD.

XYZ file:
```
18
C5H9BrN3 (ωB97M-V/def2-TZVPD)
C 0.34 -1.26 -0.03
C -0.28 -0.06 0.16
C 3.54 -0.24 -0.47
C -2.16 1.56 0.19
C -1.65 0.19 0.04
N 1.67 -1.41 -0.14
N 2.49 -0.43 0.21
N -2.53 -0.78 -0.12
Br 4.86 0.89 0.28
H -0.20 -2.10 -0.35
H -2.08 1.88 1.28
H -1.23 2.13 -0.19
H -3.15 1.62 -0.30
H 0.12 0.93 0.39
H 2.26 0.02 1.07
H -2.12 -1.65 -0.38
H 3.69 -0.60 -1.45
H -3.56 -0.71 -0.17
```

The value obtained for the total energy is -2933.86273 a.u. The spin multiplicity is 1. As for the net charge: +1. The energy relative to the best compared isomer or geometry (same formula, charge and spin) comes out at 50.5 kcal/mol.

The ion C5H9BrN3 with charge +1 at a distorted geometry, computed with ωB97M-V/def2-TZVPD.

XYZ file:
```
18
C5H9BrN3 (ωB97M-V/def2-TZVPD)
C -0.71 1.53 1.52
C 0.67 -0.26 0.30
C -1.36 0.61 -0.55
C 0.65 0.92 1.42
C -0.41 -1.26 -1.69
N -1.60 1.36 0.63
N -0.30 -0.41 -0.58
N 1.77 -0.93 0.23
Br 1.34 0.22 3.19
H -0.84 2.13 2.28
H -2.34 0.04 -0.84
H -1.41 1.18 -1.55
H 1.32 1.72 1.15
H -1.41 -1.31 -1.74
H 0.05 -0.98 -2.74
H 0.03 -2.19 -1.38
H 2.49 -0.83 0.91
H 2.08 -1.54 -0.54
```

The value obtained for the total energy is -2933.90365 a.u. The spin multiplicity is 1. As for the net charge: +1. The energy relative to the best compared isomer or geometry (same formula, charge and spin) comes out at 24.8 kcal/mol.

A structure of composition C5H9Cl at a distorted geometry, computed with ωB97M-V/def2-TZVPD.

XYZ file:
```
15
C5H9Cl (ωB97M-V/def2-TZVPD)
C 0.32 1.35 0.17
C 0.43 0.02 0.62
C 1.40 -0.70 -0.44
C -0.91 -0.74 0.50
C -1.99 -0.37 -0.39
H 1.63 1.68 -0.87
H 0.07 1.92 1.38
H -1.24 1.19 -0.72
H 1.18 -0.29 1.51
H 1.09 -0.23 -1.49
H 1.20 -1.86 -0.40
H -1.60 -1.49 1.74
H -2.89 -0.77 -0.36
H -1.74 0.52 -1.32
Cl 3.06 -0.24 0.05
```

The value obtained for the total energy is -655.64441 a.u. The spin multiplicity is 1. The energy relative to the best compared isomer or geometry (same formula, charge and spin) comes out at 284.5 kcal/mol.